[1]
C43H38BFN14O4Ti | ωB97M-V with the def2-TZVPD basis set

Geometry as XYZ:
```
102
Properties=species:S:1:pos:R:3:mulliken_spin:R:1
Ti -0.272 -1.140 -0.140 0.13
C 2.715 -4.170 0.065 0.08
C 1.534 -3.504 -0.064 0.11
N 1.453 -2.153 0.134 0.13
C 2.633 -1.498 0.430 0.13
C 3.808 -2.225 0.503 0.03
N 3.899 -3.557 0.341 0.29
C 2.592 -0.052 0.569 -0.01
C 3.451 0.511 1.497 0.19
C 3.459 1.890 1.733 0.10
C 2.568 2.636 0.923 -0.02
C 1.751 2.005 0.000 0.18
N 1.660 0.637 -0.155 0.22
C 0.999 2.917 -0.896 -0.05
C 1.337 4.264 -1.124 0.01
N 0.683 5.047 -1.965 0.00
C -0.311 4.495 -2.660 0.04
C -0.654 3.182 -2.469 -0.01
N -0.033 2.421 -1.587 0.04
C 4.345 2.518 2.657 -0.05
C 4.175 3.835 3.166 0.09
C 5.119 4.400 3.993 -0.01
N 6.253 3.810 4.389 0.13
C 6.412 2.553 3.918 -0.02
C 5.521 1.875 3.116 0.10
H 2.763 -5.252 -0.053 0.00
H 0.607 -4.025 -0.260 0.04
H 4.745 -1.709 0.665 -0.01
H 4.051 -0.134 2.130 0.04
H 2.560 3.711 1.012 -0.01
H 2.185 4.737 -0.637 0.00
H -0.821 5.123 -3.374 0.00
H -1.459 2.713 -3.025 0.00
H 3.284 4.404 2.942 0.03
H 4.945 5.398 4.396 0.00
H 7.331 2.060 4.242 0.00
H 5.758 0.887 2.756 0.04
B 0.486 -2.906 3.036 -0.01
N -0.888 -3.186 2.282 0.01
C -1.862 -4.001 2.719 0.00
C -3.030 -3.724 2.021 0.00
C -2.653 -2.714 1.134 0.00
N -1.370 -2.414 1.301 -0.01
N 0.570 -1.342 3.130 0.01
C 0.860 -0.639 4.237 0.00
C 0.747 0.708 3.953 0.00
C 0.336 0.731 2.623 -0.01
N 0.257 -0.512 2.138 0.00
H 0.354 -3.367 4.164 0.00
H 1.444 -3.380 2.488 0.01
H -1.679 -4.644 3.562 0.00
H -4.012 -4.139 2.150 0.00
H -3.253 -2.175 0.426 0.00
H 1.099 -1.150 5.164 0.00
H 0.920 1.559 4.607 0.00
H 0.126 1.571 1.999 0.01
F -6.460 2.745 3.094 0.00
C -5.392 3.254 2.430 0.00
C -4.728 2.482 1.547 0.00
N -3.620 2.964 0.866 0.00
C -2.960 2.176 -0.163 0.01
C -2.872 0.685 0.186 0.00
O -3.905 0.022 0.279 0.00
O -1.685 0.312 0.268 0.01
C -3.168 4.260 1.056 0.00
O -2.240 4.751 0.461 0.00
N -3.863 4.980 2.008 0.00
C -5.004 4.588 2.725 0.00
O -5.553 5.358 3.492 0.00
H -5.010 1.458 1.321 0.00
H -1.956 2.538 -0.287 0.00
H -3.507 2.241 -1.109 0.00
H -3.556 5.928 2.148 0.00
C -0.988 -0.074 -5.038 0.00
C -2.082 -0.148 -4.186 0.00
C -1.839 -0.135 -2.823 0.00
N -0.619 -0.019 -2.315 0.01
C 0.419 0.116 -3.133 0.02
C 0.281 0.073 -4.506 0.00
H -1.123 -0.159 -6.104 0.00
H -3.080 -0.333 -4.563 0.00
H -2.659 -0.299 -2.125 0.00
H 1.386 0.216 -2.657 -0.02
H 1.154 0.118 -5.142 0.00
C 1.731 -2.678 -3.068 0.02
C 0.347 -3.202 -3.373 -0.01
C 0.189 -3.919 -4.552 0.00
C -1.030 -4.481 -4.911 0.00
C -2.114 -4.328 -4.062 0.00
C -2.005 -3.618 -2.877 0.00
C -3.173 -3.483 -1.936 0.00
C -0.766 -3.022 -2.484 0.02
N -0.706 -2.311 -1.363 -0.02
H 2.160 -2.223 -3.956 0.00
H 1.719 -1.953 -2.248 0.02
H 2.358 -3.516 -2.758 -0.01
H 1.045 -4.065 -5.210 0.00
H -1.136 -5.031 -5.831 0.00
H -3.071 -4.786 -4.316 0.00
H -4.074 -3.894 -2.393 0.00
H -3.370 -2.442 -1.684 0.00
H -2.979 -4.030 -1.008 0.00
```

Values from the calculation:
HOMO (alpha / beta) ... -0.16 / -2.41 eV
Lowest unoccupied orbital energy (alpha / beta) ... 4.0 / 4.0 eV
Relative energy (zero: lowest compared OMol25 entry of this formula, charge and spin) ... 9.8 kcal per mole
Net charge ... -2
E_tot ... -100773.90705 eV
Multiplicity ... 3

---

[2]
C43H38BN3O25S | ωB97M-V with the def2-TZVPD basis set

Geometry as XYZ:
```
111
Properties=species:S:1:pos:R:3:lowdin_charge:R:1
C -1.825 -7.452 1.590 -0.10
O -0.758 -7.154 0.688 -0.20
C -1.218 -6.772 -0.609 -0.22
C -1.014 -5.256 -0.902 -0.13
C -1.497 -4.305 0.236 -0.09
C -2.700 -3.414 -0.132 -0.06
C -3.852 -3.894 -0.703 -0.14
O -3.898 -5.276 -0.900 -0.06
N -4.747 -5.906 0.023 0.03
O -4.970 -6.987 -0.363 0.07
C -4.999 -3.070 -1.066 -0.03
C -6.308 -3.599 -1.670 -0.16
O -6.267 -4.951 -2.066 -0.18
C -7.497 -5.643 -1.880 -0.09
C -4.939 -1.701 -0.825 0.00
B -6.103 -0.659 -1.152 -0.44
C -7.655 -0.876 -0.904 -0.01
O -5.717 0.560 -1.701 0.12
C -3.739 -1.184 -0.215 -0.25
N -3.503 0.096 0.137 -0.22
S -2.045 0.179 0.802 1.09
N -1.553 -1.380 0.716 -0.19
C -2.585 -2.003 0.147 -0.28
H -2.125 -8.513 1.576 0.09
H -1.485 -7.138 2.596 0.09
H -2.666 -6.776 1.344 0.06
H -0.586 -7.316 -1.341 0.12
H -2.254 -7.111 -0.772 0.10
H -1.617 -5.053 -1.809 0.11
H 0.035 -5.103 -1.198 0.11
H -0.654 -3.632 0.466 0.10
H -1.763 -4.826 1.171 0.12
H -7.125 -3.342 -0.975 0.11
H -6.492 -2.996 -2.589 0.14
H -8.230 -5.113 -1.251 0.09
H -7.258 -6.588 -1.350 0.08
H -7.935 -5.941 -2.849 0.09
H -8.167 -1.355 -1.755 0.07
H -8.108 0.131 -0.799 0.07
H -7.860 -1.394 0.053 0.07
H -5.082 0.429 -2.417 0.12
C -4.350 5.162 -0.615 0.07
C -4.407 3.895 -0.181 -0.22
C -5.688 3.306 0.344 -0.31
O -5.703 2.151 0.715 0.11
C -6.868 4.166 0.392 0.08
C -6.803 5.429 -0.040 -0.24
C -5.536 6.007 -0.587 -0.32
O -5.538 7.159 -0.983 0.10
O -7.863 6.245 -0.009 0.11
O -3.327 3.104 -0.199 0.08
H -3.438 5.599 -0.996 0.14
H -7.778 3.738 0.788 0.14
H -7.552 7.094 -0.376 0.12
H -3.619 2.234 0.152 0.05
C 3.217 -0.094 1.956 0.07
C 1.925 -0.440 2.053 -0.22
C 1.071 0.035 3.195 -0.32
O -0.101 -0.289 3.235 0.07
C 1.695 0.865 4.216 0.07
C 2.984 1.204 4.118 -0.24
C 3.829 0.755 2.967 -0.33
O 4.994 1.108 2.911 0.10
O 3.590 1.961 5.040 0.11
O 1.341 -1.220 1.141 0.09
H 3.844 -0.426 1.140 0.14
H 1.077 1.184 5.043 0.14
H 4.512 2.061 4.735 0.12
H 0.405 -1.332 1.419 0.06
C 5.253 2.086 -2.297 0.08
C 4.619 2.872 -3.180 -0.23
C 3.603 3.889 -2.729 -0.30
O 3.054 4.597 -3.555 0.09
C 3.309 3.979 -1.306 0.08
C 3.943 3.192 -0.427 -0.22
C 4.975 2.194 -0.872 -0.31
O 5.539 1.511 -0.039 0.11
O 3.679 3.263 0.883 0.11
O 4.862 2.784 -4.486 0.09
H 5.985 1.353 -2.605 0.14
H 2.565 4.701 -0.999 0.14
H 4.260 2.604 1.315 0.09
H 4.295 3.449 -4.911 0.10
C 3.820 -5.039 4.813 0.08
C 2.912 -4.061 4.913 -0.23
C 3.228 -2.761 5.590 -0.31
O 2.370 -1.899 5.634 0.11
C 4.554 -2.592 6.168 0.08
C 5.462 -3.571 6.072 -0.23
C 5.154 -4.861 5.372 -0.31
O 6.022 -5.710 5.297 0.11
O 6.686 -3.455 6.591 0.11
O 1.677 -4.186 4.416 0.11
H 3.604 -5.979 4.326 0.14
H 4.764 -1.657 6.669 0.14
H 7.141 -4.293 6.384 0.12
H 1.224 -3.345 4.618 0.12
C 7.456 6.101 -5.317 0.08
C 8.120 7.263 -5.360 -0.23
C 7.441 8.569 -5.074 -0.32
O 8.099 9.592 -5.110 0.11
C 6.017 8.549 -4.769 0.08
C 5.350 7.388 -4.728 -0.22
C 6.038 6.081 -4.990 -0.27
O 5.388 5.052 -4.923 0.09
O 4.045 7.334 -4.453 0.12
O 9.419 7.323 -5.658 0.11
H 7.935 5.154 -5.519 0.14
H 5.535 9.498 -4.581 0.14
H 3.795 6.387 -4.477 0.09
H 9.655 8.270 -5.620 0.12
```

Values from the calculation:
HOMO ... -9.09 eV
Lowest unoccupied orbital energy ... -1.6 eV
Net charge ... 0
E_tot ... -112370.99941 eV

---

[3]
C43H38ClFeN2P2S | ωB97M-V with the def2-TZVPD basis set

Geometry as XYZ:
```
88
Properties=species:S:1:pos:R:3:mulliken_spin:R:1
Fe 0.000 0.396 0.013 3.53
Cl -1.677 1.762 -0.019 0.17
P 0.517 0.721 2.301 0.04
P 0.417 0.323 -2.341 0.04
C -0.399 -0.530 3.286 0.01
C -0.152 2.306 2.934 0.01
C 2.217 0.678 2.955 0.01
C 1.931 -0.401 -3.068 0.01
C -0.968 -0.624 -3.112 0.04
C 0.203 1.966 -3.119 -0.01
C 0.236 -1.343 4.235 0.02
C -0.513 -2.236 5.001 -0.01
C -1.897 -2.313 4.853 0.01
C -2.532 -1.489 3.921 -0.01
C -1.795 -0.598 3.147 0.04
H 1.311 -1.253 4.408 0.00
H 0.002 -2.856 5.732 0.00
H -2.478 -3.001 5.468 0.00
H -3.614 -1.524 3.806 0.00
H -2.322 0.076 2.465 0.00
C 3.013 -0.441 2.662 0.02
C 4.329 -0.508 3.124 0.00
C 4.842 0.512 3.934 0.00
C 4.038 1.610 4.258 0.00
C 2.735 1.700 3.767 0.01
H 2.584 -1.278 2.096 -0.01
H 4.946 -1.366 2.854 0.00
H 5.862 0.445 4.320 0.00
H 4.420 2.405 4.896 0.00
H 2.108 2.555 4.020 0.00
C -0.745 2.418 4.199 0.00
C -1.242 3.647 4.644 0.00
C -1.164 4.783 3.832 0.00
C -0.593 4.674 2.560 0.00
C -0.070 3.457 2.131 0.01
H -0.826 1.544 4.842 0.00
H -1.683 3.710 5.639 0.00
H -1.544 5.745 4.185 0.00
H -0.538 5.540 1.898 0.00
H 0.395 3.437 1.147 0.02
C -2.170 0.008 -3.469 0.02
C -3.195 -0.726 -4.062 0.00
C -3.077 -2.103 -4.235 0.01
C -1.907 -2.744 -3.825 -0.01
C -0.856 -2.015 -3.271 0.02
H -2.312 1.082 -3.315 0.00
H -4.100 -0.204 -4.367 0.00
H -3.895 -2.673 -4.681 0.00
H -1.810 -3.823 -3.931 0.00
H 0.052 -2.538 -2.959 -0.01
C 2.719 -1.287 -2.312 0.01
C 3.883 -1.833 -2.858 0.00
C 4.257 -1.533 -4.175 0.00
C 3.458 -0.672 -4.933 0.00
C 2.311 -0.099 -4.384 0.00
H 2.423 -1.557 -1.288 0.00
H 4.502 -2.490 -2.242 0.00
H 5.165 -1.962 -4.604 0.00
H 3.722 -0.428 -5.960 0.00
H 1.711 0.586 -4.978 0.00
C -0.111 2.075 -4.486 0.01
C -0.203 3.329 -5.097 0.00
C -0.082 4.498 -4.337 0.00
C 0.150 4.396 -2.962 0.00
C 0.310 3.145 -2.366 0.01
H -0.312 1.182 -5.085 0.00
H -0.368 3.376 -6.174 0.00
H -0.167 5.478 -4.816 0.00
H 0.212 5.291 -2.341 0.00
H 0.492 3.118 -1.293 0.00
H 1.473 0.272 0.112 -0.06
H 1.428 1.289 0.010 0.08
N 1.347 -2.899 0.854 0.14
C 0.009 -2.964 0.562 0.04
N -0.652 -1.886 0.108 0.07
C -2.018 -2.270 -0.021 0.32
C -3.015 -1.413 -0.481 0.04
C -4.269 -1.925 -0.704 0.02
C -4.528 -3.250 -0.401 0.20
C -3.566 -4.127 0.124 0.06
C -2.296 -3.599 0.317 0.10
S -0.840 -4.405 0.907 -0.02
H 1.812 -3.783 1.131 0.00
H 1.924 -2.179 0.419 -0.01
H -2.666 -0.393 -0.665 0.02
H -4.999 -1.243 -1.123 0.00
H -5.540 -3.583 -0.572 0.00
H -3.755 -5.170 0.356 0.00
```

Values from the calculation:
HOMO (alpha / beta) ... -12.63 / -13.58 eV
Lowest unoccupied orbital energy (alpha / beta) ... -5.7 / -9.7 eV
Relative energy (zero: lowest compared OMol25 entry of this formula, charge and spin) ... 0.0 kcal per mole
Net charge ... +2
E_tot ... -124495.43964 eV
Multiplicity ... 6